This record from the Open Molecules 2025 dataset describes C47H38BMgN10O4 as an isolated structure. The level of theory is wB97M-V/def2-TZVPD.

```
101
C47H38BMgN10O4 wB97M-V/def2-TZVPD
Mg -0.3545 0.2802 1.1983
O -3.8114 1.2664 2.7960
C -2.3531 0.9113 2.9580
O -1.4733 1.5711 2.2673
C -1.9156 -1.5525 3.0105
C -2.1983 -2.4618 4.0166
C -1.1201 -3.0645 4.6602
C 0.1878 -2.7031 4.3607
C 0.3788 -1.7641 3.3576
N -0.6469 -1.2911 2.6822
C 1.6576 -0.9798 3.0094
O 2.7225 -1.3024 3.5343
O 1.4369 -0.0129 2.2073
H -3.2170 -2.6822 4.3054
H -1.3080 -3.7947 5.4386
H 1.0312 -3.1099 4.9005
C -3.1299 -1.9927 -3.4506
C -1.9186 -1.9915 -2.5758
C -0.9269 -2.9364 -2.5001
C -0.0441 -2.4786 -1.4941
N -0.4889 -1.3187 -1.0028
N -1.6274 -1.0285 -1.6718
B -2.5207 0.1783 -1.3204
N -3.0777 -0.0304 0.1217
N -2.1882 -0.5646 0.9327
C -2.7165 -0.5507 2.2541
C -4.1397 0.0398 2.1413
C -4.2397 0.2539 0.6446
C -5.3542 0.9540 -0.0571
C -2.0823 0.7995 4.4544
C -3.0801 0.4365 5.3550
C -2.7949 0.2929 6.7041
C -1.5015 0.4909 7.1671
C -0.5029 0.8561 6.2757
C -0.7941 1.0200 4.9296
N -1.6922 1.4721 -1.3065
N -0.6816 1.6796 -0.4344
C -0.1939 2.9007 -0.6897
C -0.8939 3.4607 -1.7786
C -1.8490 2.5348 -2.1240
C -2.8921 2.6273 -3.1888
C 0.9310 3.5409 0.0115
C 1.7278 4.4512 -0.6821
C 2.8171 5.0505 -0.0690
C 3.1249 4.7490 1.2490
C 2.3215 3.8654 1.9551
C 1.2290 3.2743 1.3469
C 1.1645 -3.1798 -1.0374
C 1.5022 -4.4220 -1.5769
C 2.6319 -5.0970 -1.1439
C 3.4487 -4.5434 -0.1689
C 3.1242 -3.3081 0.3736
C 1.9910 -2.6365 -0.0572
H -3.1244 -2.8909 -4.0656
H -3.1561 -1.1220 -4.1084
H -4.0422 -1.9866 -2.8520
H -0.8552 -3.8323 -3.0938
H -3.4113 0.2650 -2.1107
H -5.0207 -0.4333 2.5899
H -6.2075 1.0390 0.6137
H -5.6635 0.4308 -0.9655
H -5.0558 1.9669 -0.3415
H -4.0864 0.2728 4.9892
H -3.5818 0.0252 7.4003
H -1.2721 0.3596 8.2180
H 0.5091 1.0090 6.6319
H -0.0294 1.3146 4.2218
H -0.7607 4.4355 -2.2169
H -2.8053 3.5868 -3.6954
H -3.8938 2.5459 -2.7644
H -2.7773 1.8334 -3.9287
H 1.5120 4.6730 -1.7204
H 3.4288 5.7516 -0.6241
H 3.9851 5.2056 1.7232
H 2.5454 3.6338 2.9890
H 0.5880 2.6202 1.9063
H 0.8771 -4.8734 -2.3373
H 2.8713 -6.0651 -1.5686
H 4.3279 -5.0771 0.1707
H 3.7369 -2.8681 1.1503
H 1.7303 -1.6784 0.3547
N 3.9037 -0.4931 -9.1171
C 3.7633 -0.3691 -7.9820
C 3.5890 -0.2156 -6.5742
C 4.6824 0.0573 -5.7521
C 4.5108 0.2130 -4.3921
C 3.2452 0.0891 -3.8191
C 2.1531 -0.2004 -4.6416
C 2.3215 -0.3427 -6.0019
N 3.0624 0.2593 -2.4464
C 4.0209 0.1991 -1.4437
C 3.3623 0.4420 -0.2809
N 2.0318 0.6748 -0.5354
C 1.8789 0.5608 -1.8159
H 5.6663 0.1517 -6.1912
H 5.3641 0.4486 -3.7722
H 1.1715 -0.3311 -4.2075
H 1.4726 -0.5641 -6.6343
H 5.0493 -0.0456 -1.6396
H 3.7349 0.4543 0.7312
H 0.9482 0.7102 -2.3394
```

Its spin multiplicity is 1. As for the net charge: -1. For the energy relative to the best compared isomer or geometry (same formula, charge and spin), the calculation gives 85.2 kcal/mol. Its HOMO energy is -4.5169 eV. The strongest force on any atom comes out at 1.1 eV/Å.